[1]
A single BrH3NOP molecule in a non-equilibrium geometry. Source: the Open Molecules 2025 dataset; level of theory: wB97M-V/def2-TZVPD.

```
7
Properties=species:S:1:pos:R:3:forces:R:3
N -0.777726 1.064277 0.155017 -0.7 -2.5 1.1
P 0.024338 -0.311279 0.719999 0.5 0.2 0.3
O -0.388754 -1.514228 -0.293994 0.5 -0.6 0.3
Br 2.116050 0.138498 -0.191828 0.2 -0.1 0.1
H -0.168433 1.763051 0.470681 0.6 1.8 0.2
H -1.036766 1.123077 -0.792329 -0.1 0.2 -1.4
H 0.231291 -2.263393 -0.067543 -1.1 0.9 -0.5
```
Positions in Å, forces in eV/Å.

## Properties
Total energy ... -3047.21266 Ha
SMILES string ... NP(O)Br
Frontier orbital gap ... 0.366 Eh
ΔE to the lowest compared entry with this formula, charge and spin ... 0.00 kJ/mol
Lowest unoccupied orbital energy ... 0.63 eV

[2]
A single C6H14N2O2 molecule in a non-equilibrium geometry. Source: the Open Molecules 2025 dataset; level of theory: wB97M-V/def2-TZVPD.

```
24
Properties=species:S:1:pos:R:3:forces:R:3
C -2.169725 0.101015 -2.837892 -2.1 0.7 0.3
C -1.010649 1.049968 -2.935767 0.7 -1.6 0.1
C 0.026111 0.691215 -1.903301 1.4 0.1 0.4
C -0.225912 0.977040 -0.443989 -1.2 0.4 -1.0
O 0.817218 0.401649 0.263556 -0.4 0.4 -1.4
C 0.594511 0.398307 1.611425 3.5 -1.0 0.7
N 1.436478 -0.743244 1.964733 1.5 -2.2 1.9
C 1.291208 -1.566414 3.200418 -2.0 2.0 -0.3
N 2.529516 -2.123112 3.713633 1.3 -0.9 2.7
O 2.570712 -2.111609 4.962379 -0.3 -0.1 -3.7
H -1.872897 -0.944363 -2.619689 -0.1 0.6 -0.3
H -2.898334 0.435638 -2.036663 0.8 -0.5 -0.6
H -2.755295 0.186757 -3.771176 0.1 -0.5 0.4
H -0.561799 0.972145 -3.899091 0.8 -1.1 -0.9
H -1.249672 2.054624 -3.103848 -0.9 1.9 1.1
H 0.172703 -0.426344 -1.915164 0.2 1.1 -0.4
H 0.974857 1.214685 -2.090980 0.0 -0.5 -0.4
H -0.404916 2.037499 -0.221299 0.5 0.2 0.0
H -1.148057 0.496144 -0.188583 -0.9 -0.5 0.5
H 1.068745 1.324532 1.980199 -0.7 -0.1 0.6
H -0.399382 0.232677 1.915915 -1.6 0.2 0.2
H 1.741981 -1.341958 1.174742 -0.7 1.1 0.7
H 1.012434 -1.019967 4.104906 -0.7 0.8 -0.6
H 0.460164 -2.296883 3.075536 1.0 -0.4 0.2
```
Positions in Å, forces in eV/Å.

## Properties
Total energy ... -496.83694 Ha
SMILES string ... CCCCOCNCN=O
Frontier orbital gap ... 0.316 Eh
ΔE to the lowest compared entry with this formula, charge and spin ... 579.15 kJ/mol
Lowest unoccupied orbital energy ... -0.35 eV

[3]
A single C3H4F3I molecule in a non-equilibrium geometry. Source: the Open Molecules 2025 dataset; level of theory: wB97M-V/def2-TZVPD.

```
11
Properties=species:S:1:pos:R:3:forces:R:3
F -1.861917 0.578935 0.966652 -0.3 0.7 -0.3
C -1.451509 -0.028627 -0.181801 3.2 -2.4 -0.5
C 0.009731 -0.588943 0.146197 0.4 3.2 -0.6
F 0.410223 -1.647446 -0.601357 0.0 0.1 -1.3
C 1.086079 0.693846 0.053240 -0.2 -4.3 -1.4
F 1.033958 1.184044 -1.254037 -0.3 0.2 1.7
I 3.121372 -0.073177 0.321902 -0.6 0.2 0.0
H -1.972139 -0.969018 -0.327192 -0.8 0.3 -0.3
H -1.285877 0.539312 -1.104770 -1.1 0.6 0.5
H -0.087395 -1.025749 1.087628 0.3 0.1 2.2
H 0.997479 1.336828 0.893535 -0.6 1.3 0.0
```
Positions in Å, forces in eV/Å.

## Properties
Total energy ... -713.94734 Ha
SMILES string ... FC[C@@H](F)[C@H](F)I
Frontier orbital gap ... 0.368 Eh
ΔE to the lowest compared entry with this formula, charge and spin ... 198.51 kJ/mol
Lowest unoccupied orbital energy ... 0.23 eV